[1]
{
  "formula": "C4H5CsO",
  "method": "wB97M-V/def2-TZVPD",
  "species": ["Cs", "O", "C", "C", "C", "C", "H", "H", "H", "H", "H"],
  "coordinates": [[-3.753, -3.411, 1.060], [-1.965, -0.125, 0.750], [1.228, 0.441, -0.301], [-1.090, 0.779, 0.610], [0.322, 0.331, 0.888], [0.857, 0.242, -1.573], [1.548, 0.434, -2.396], [2.263, 0.741, -0.105], [-0.157, -0.071, -1.836], [0.375, -0.674, 1.348], [0.371, 1.314, 1.555]],
  "orbital_gap_ha": [0.1091, 0.1091],
  "e_above_lowest_kcal_mol": 0.0
}



[2]
{
  "formula": "C35H98O21",
  "method": "wB97M-V/def2-TZVPD",
  "species": ["O", "O", "O", "O", "O", "O", "O", "O", "O", "O", "O", "O", "O", "O", "O", "O", "O", "O", "O", "O", "O", "C", "C", "C", "C", "C", "C", "C", "C", "C", "C", "C", "C", "C", "C", "C", "C", "C", "C", "C", "C", "C", "C", "C", "C", "C", "C", "C", "C", "C", "C", "C", "C", "C", "C", "C", "H", "H", "H", "H", "H", "H", "H", "H", "H", "H", "H", "H", "H", "H", "H", "H", "H", "H", "H", "H", "H", "H", "H", "H", "H", "H", "H", "H", "H", "H", "H", "H", "H", "H", "H", "H", "H", "H", "H", "H", "H", "H", "H", "H", "H", "H", "H", "H", "H", "H", "H", "H", "H", "H", "H", "H", "H", "H", "H", "H", "H", "H", "H", "H", "H", "H", "H", "H", "H", "H", "H", "H", "H", "H", "H", "H", "H", "H", "H", "H", "H", "H", "H", "H", "H", "H", "H", "H", "H", "H", "H", "H", "H", "H", "H", "H", "H", "H"],
  "coordinates": [[-20.925, 4.125, 19.318], [-14.734, 3.253, 12.119], [-21.586, 6.177, 10.774], [-12.870, 4.004, 18.735], [-18.798, -0.095, 19.313], [-20.536, 8.469, 17.035], [-15.616, 3.197, 17.828], [-19.102, 1.011, 16.368], [-21.235, -0.480, 12.417], [-17.143, 4.574, 12.734], [-14.715, 8.662, 12.879], [-18.393, 9.321, 10.139], [-18.887, 5.179, 10.663], [-21.454, 1.118, 14.946], [-19.649, 0.112, 9.788], [-18.132, -3.433, 15.718], [-18.620, -0.926, 14.454], [-19.459, 3.569, 13.877], [-23.444, 4.257, 11.711], [-22.178, 2.008, 17.554], [-19.726, 6.581, 19.201], [-14.862, 7.491, 10.904], [-18.521, 0.573, 10.397], [-20.483, 7.969, 15.758], [-17.835, 0.505, 18.497], [-19.354, 8.714, 10.996], [-18.331, 6.485, 19.459], [-17.044, 4.336, 9.438], [-20.396, 9.738, 11.462], [-17.050, -2.549, 15.404], [-17.352, -1.491, 14.319], [-18.659, 7.999, 12.171], [-17.812, -0.641, 10.965], [-17.973, 5.049, 19.627], [-18.492, 4.809, 9.352], [-21.984, 4.280, 18.371], [-14.016, 7.682, 12.122], [-22.502, 4.894, 12.581], [-22.169, 6.266, 12.128], [-18.724, 5.913, 8.350], [-14.917, 2.048, 14.199], [-13.317, 1.511, 12.413], [-17.938, 7.314, 20.655], [-21.851, 3.346, 17.205], [-21.274, 8.938, 14.916], [-18.715, 1.563, 11.534], [-13.935, 4.881, 18.353], [-18.520, 1.509, 17.578], [-21.149, 6.553, 15.735], [-17.458, 4.989, 14.039], [-14.871, 4.257, 17.285], [-22.519, 0.723, 14.107], [-13.915, 6.438, 12.996], [-14.740, 1.960, 12.710], [-18.475, 4.047, 14.784], [-22.053, 0.634, 12.686], [-17.770, 6.799, 18.549], [-19.017, 1.022, 12.427], [-19.375, 7.404, 12.747], [-19.416, 7.881, 15.435], [-18.631, 7.188, 21.469], [-14.808, 8.368, 10.247], [-17.877, 7.402, 11.743], [-22.225, 6.659, 15.878], [-20.463, 7.759, 17.685], [-17.753, 1.940, 11.910], [-21.293, 9.214, 11.807], [-20.273, -0.297, 10.384], [-21.480, 1.561, 12.467], [-14.073, 9.167, 13.382], [-16.603, 4.067, 8.477], [-17.822, 2.302, 17.328], [-15.913, 2.350, 14.490], [-20.005, 10.306, 12.301], [-23.343, 1.431, 14.227], [-21.943, 5.313, 17.951], [-13.550, 5.846, 18.019], [-14.344, 4.020, 16.367], [-12.598, 2.171, 12.867], [-20.852, 3.435, 16.829], [-21.781, 1.447, 16.899], [-17.573, -1.279, 10.104], [-20.890, 1.783, 14.490], [-18.916, 4.735, 15.524], [-19.267, 1.999, 18.184], [-18.046, 3.162, 15.240], [-19.081, 3.917, 9.118], [-16.891, 4.952, 19.754], [-14.853, 5.968, 13.309], [-18.190, 8.732, 12.884], [-19.777, 7.992, 10.294], [-22.276, 8.926, 15.326], [-15.523, 1.329, 12.253], [-18.258, 6.834, 8.759], [-16.173, -3.084, 15.018], [-21.265, 8.568, 13.896], [-20.908, 6.046, 14.810], [-21.034, 3.225, 19.640], [-19.379, 3.898, 12.982], [-22.550, 3.715, 16.455], [-18.415, 4.515, 20.478], [-16.843, -2.123, 16.381], [-20.778, -0.675, 13.256], [-17.257, -1.926, 13.287], [-19.807, 6.185, 8.195], [-14.589, 5.012, 19.230], [-14.706, 1.061, 14.617], [-12.394, 4.555, 19.388], [-18.506, -1.111, 11.672], [-13.171, 0.573, 12.973], [-14.577, 6.568, 10.387], [-22.994, 4.277, 18.831], [-20.880, 9.951, 14.962], [-15.913, 7.423, 11.188], [-23.008, 6.994, 12.051], [-14.186, 2.712, 14.684], [-23.069, 3.650, 11.059], [-13.343, 6.680, 13.887], [-20.047, 1.066, 16.423], [-22.727, -0.236, 14.534], [-17.916, 5.984, 14.003], [-16.905, 7.013, 20.935], [-14.962, 2.647, 18.311], [-17.821, 4.920, 12.101], [-17.141, 1.074, 19.121], [-16.930, -0.369, 11.537], [-18.348, 5.646, 7.375], [-12.986, 7.998, 11.849], [-21.570, 4.305, 12.631], [-15.595, 3.718, 12.226], [-20.657, 5.857, 16.467], [-20.754, 10.453, 10.737], [-22.901, 0.561, 11.982], [-22.092, 5.486, 10.326], [-16.552, 5.066, 14.612], [-16.551, -0.724, 14.268], [-17.911, 10.006, 10.620], [-21.378, 6.680, 12.751], [-18.731, -0.547, 15.356], [-16.456, 5.187, 9.831], [-18.542, -3.782, 14.905], [-17.967, 1.004, 9.573], [-15.613, 5.006, 17.011], [-13.037, 1.414, 11.359], [-18.288, 4.474, 18.736], [-16.862, 3.539, 10.148], [-17.985, 8.407, 20.500], [-17.297, -0.186, 17.858], [-18.436, -0.277, 20.186], [-20.106, 5.703, 19.428], [-19.469, 2.284, 11.240], [-19.669, 5.729, 10.624], [-13.379, 5.642, 12.491], [-22.980, 4.904, 13.596]],
  "orbital_gap_ha": 0.3653,
  "e_above_lowest_kcal_mol": 18.2
}



[3]
{
  "formula": "C41H32AsIrN5O7S",
  "method": "wB97M-V/def2-TZVPD",
  "species": ["Ir", "As", "S", "O", "O", "O", "O", "O", "O", "O", "N", "N", "N", "N", "N", "C", "C", "C", "C", "C", "C", "C", "C", "C", "C", "C", "C", "C", "C", "C", "C", "C", "C", "C", "C", "C", "C", "C", "C", "C", "C", "C", "C", "C", "C", "C", "C", "C", "C", "C", "C", "C", "C", "C", "C", "C", "H", "H", "H", "H", "H", "H", "H", "H", "H", "H", "H", "H", "H", "H", "H", "H", "H", "H", "H", "H", "H", "H", "H", "H", "H", "H", "H", "H", "H", "H", "H", "H"],
  "coordinates": [[1.575, -1.079, 0.449], [-1.348, 0.879, -0.321], [1.533, -2.414, -1.878], [-2.027, 0.178, 2.046], [-4.043, -0.501, 2.599], [-0.575, -0.553, -0.333], [1.534, -3.045, 1.118], [1.184, -5.138, 1.719], [2.791, 2.831, 0.356], [1.806, 0.883, 0.041], [2.374, -0.452, -3.421], [2.450, 1.725, 0.764], [0.344, -1.510, -4.021], [1.839, -0.633, 2.977], [-2.854, -0.757, 2.302], [-6.025, 0.390, -0.432], [-3.827, -0.515, -0.762], [0.451, 2.604, -3.703], [-1.063, 3.670, 0.299], [0.292, -0.810, -5.139], [-5.204, -0.653, -0.825], [6.327, -0.736, 1.282], [-1.572, -4.722, 2.042], [-2.890, -4.426, 2.369], [4.068, -0.828, 2.135], [4.498, -1.235, -0.191], [0.955, -0.576, 3.958], [1.302, 0.095, -5.469], [1.305, -0.634, 5.297], [5.857, -1.065, 0.022], [-2.021, 1.511, -3.116], [-0.611, 4.776, 0.999], [-0.511, 2.499, -4.693], [0.133, 4.611, 2.156], [-1.064, 1.616, -2.117], [0.172, 2.168, -2.421], [-1.090, -2.376, 1.936], [-1.752, 1.962, -4.398], [-3.277, 0.679, -0.321], [-0.895, -1.039, -6.024], [0.423, 3.335, 2.610], [-3.326, -3.122, 2.468], [-5.472, 1.572, 0.036], [3.139, -0.761, 3.263], [-0.039, 2.232, 1.915], [1.388, -1.328, -3.208], [-0.779, 2.391, 0.758], [5.436, -0.617, 2.327], [-0.666, -3.682, 1.826], [3.570, -0.850, 4.590], [3.581, -1.106, 0.846], [0.787, -3.998, 1.525], [2.647, -0.780, 5.614], [2.321, 0.243, -4.539], [-4.098, 1.718, 0.084], [-2.422, -2.075, 2.239], [4.617, -0.989, 4.807], [-1.633, 3.804, -0.617], [-6.114, 2.373, 0.376], [-1.336, -2.004, -5.791], [5.805, -0.313, 3.296], [7.382, -0.572, 1.451], [0.551, -0.572, 6.066], [-0.819, 5.770, 0.626], [1.424, 3.018, -3.929], [4.145, -1.459, -1.187], [-1.233, -5.742, 1.950], [0.927, 2.252, -1.648], [-2.511, 1.903, -5.169], [-5.633, -1.579, -1.181], [-4.347, -2.876, 2.720], [-0.280, 2.813, -5.702], [-1.640, -0.269, -5.827], [0.181, 1.231, 2.256], [2.965, -0.843, 6.645], [-2.988, 1.075, -2.888], [0.503, 5.478, 2.687], [-0.086, -0.470, 3.678], [-3.653, 2.634, 0.453], [-0.397, -1.565, 1.775], [1.028, 3.195, 3.494], [1.291, 0.646, -6.397], [-0.620, -0.992, -7.077], [-7.101, 0.288, -0.488], [3.142, 0.935, -4.699], [-3.589, -5.234, 2.541], [6.550, -1.160, -0.802], [-3.163, -1.327, -1.051]],
  "orbital_gap_ha": 0.2110,
  "charge": -1
}



[4]
{
  "formula": "C4H14N2O",
  "method": "wB97M-V/def2-TZVPD",
  "species": ["O", "N", "N", "C", "C", "C", "C", "H", "H", "H", "H", "H", "H", "H", "H", "H", "H", "H", "H", "H", "H"],
  "coordinates": [[2.447, 1.611, -1.083], [0.684, 0.678, 1.105], [-2.449, -2.029, -0.587], [-1.925, -0.817, -1.231], [0.122, -0.298, 0.213], [1.847, 0.349, 1.886], [-1.219, 0.193, -0.337], [-3.329, -1.865, -0.121], [-1.070, 1.120, -0.896], [-1.766, 0.465, 0.563], [-1.785, -2.381, 0.093], [-2.757, -0.323, -1.738], [0.307, 1.572, 1.352], [3.162, 2.244, -0.996], [2.036, -0.724, 1.826], [1.686, 0.612, 2.946], [2.770, 0.868, 1.584], [0.879, -0.517, -0.541], [-0.039, -1.235, 0.763], [1.898, 1.665, -0.275], [-1.228, -1.129, -2.001]],
  "smiles": "CNCCCN.O",
  "orbital_gap_ha": 0.3472,
  "e_above_lowest_kcal_mol": 33.6
}



Number 1: strongest force on any atom 0.0556 hartree/bohr, energy -250.613896 hartree. Number 2: strongest force on any atom 0.0540 hartree/bohr, energy -2972.213516 hartree. Number 3: strongest force on any atom 0.0787 hartree/bohr, energy -5120.234579 hartree. Number 4: strongest force on any atom 0.0252 hartree/bohr, energy -345.522718 hartree.